ORCA calculation (the ωB97M-V functional and the def2-TZVPD basis) on the molecule C3H8N4 in a non-equilibrium geometry.

Positions of all 15 atoms, in Å:
H -2.238334 -2.097634 1.298373
N -1.494270 -1.426725 1.007510
C -1.879269 -0.202859 1.211603
N -1.174148 0.927514 0.886991
C 0.128573 0.877462 0.604382
N 0.797243 0.472113 -0.503073
C 0.247824 -0.558390 -1.370830
N 2.178042 0.757042 -0.711880
H -2.838941 0.087861 1.642928
H 0.755259 1.391917 1.292277
H -0.809779 -0.451651 -1.285980
H 0.645284 -0.314618 -2.387809
H 0.478921 -1.549395 -1.057249
H 2.353805 1.789342 -0.508224
H 2.849788 0.298022 -0.119020

Atoms 1-3, force components in eV/Å:
0.7806 0.8378 -0.0561
-0.7899 0.2580 0.5022
-0.2343 -0.1728 -1.0540

SMILES: [H]/N=C/N=C\N(C)N
E_HOMO: -8.22 eV
Energy above the lowest of the compared OMol25 structures with the same formula, charge and spin: 72.2 kcal per mole
M: 100.1 g/mol
Charge: 0

For reference, the Löwdin charges in units of e are: number 1, H, carries 0.035; number 2, N, carries 0.026; number 3, C, carries -0.383; number 4, N, carries 0.030; number 5, C, carries -0.153; number 6, N, carries -0.197; number 7, C, carries -0.045; number 8, N, carries 0.055; number 9, H, carries 0.095; number 10, H, carries 0.112; number 11, H, carries 0.060; number 12, H, carries 0.101; number 13, H, carries 0.071; number 14, H, carries 0.117; number 15, H, carries 0.077

=====

ORCA calculation (the ωB97M-V functional and the def2-TZVPD basis) on the molecule C3H8N4 in a non-equilibrium geometry.

Positions of all 15 atoms, in Å:
C 0.788879 1.314723 -0.073063
C 1.783234 -1.245638 -0.366408
C -1.396806 0.562507 0.320375
N -1.833337 -0.680404 0.124206
N 0.328545 0.284401 0.611137
N 0.692133 -0.951056 0.542428
N -1.886394 1.696772 0.465042
H -1.096409 -1.394200 0.228229
H -2.785750 -0.855444 -0.151238
H -2.894976 1.726675 0.591613
H 0.365703 2.279432 0.140791
H 1.717996 1.266564 -0.621834
H 1.568259 -0.927385 -1.397771
H 2.715301 -0.753783 -0.058899
H 1.933621 -2.323163 -0.354609

Atoms 1-3, force components in eV/Å:
1.0453 0.1519 0.5245
-0.0645 0.3086 0.4967
0.5564 -0.8500 1.7515

E_HOMO (spin up / spin down): -7.79 / -7.79 eV
Energy above the lowest of the compared OMol25 structures with the same formula, charge and spin: 99.9 kcal per mole
M: 100.1 g/mol
Charge: 0

For reference, the Löwdin charges in units of e are: number 1, C, carries 0.009; number 2, C, carries -0.159; number 3, C, carries -0.384; number 4, N, carries 0.136; number 5, N, carries -0.154; number 6, N, carries -0.141; number 7, N, carries 0.111; number 8, H, carries 0.082; number 9, H, carries 0.113; number 10, H, carries 0.067; number 11, H, carries 0.056; number 12, H, carries 0.056; number 13, H, carries 0.075; number 14, H, carries 0.069; number 15, H, carries 0.065

=====

ORCA calculation (the ωB97M-V functional and the def2-TZVPD basis) on the molecule C3H8N4O in a non-equilibrium geometry.

Positions of all 16 atoms, in Å:
H 1.546087 -0.397189 2.802918
N 1.743242 -0.008912 1.879435
C 0.640070 -0.045193 1.257435
N -0.537582 -0.680466 1.704878
N -1.754461 -0.478969 1.078774
N 0.549156 0.589624 0.018415
C 0.129926 -0.042503 -1.176629
C 0.364078 0.820703 -2.397942
O -0.379878 -1.105646 -1.183088
H -0.354814 -1.570664 2.147673
H -2.510070 -0.416033 1.757426
H -1.926644 -1.180196 0.353456
H 1.214898 1.354282 -0.092083
H 0.016287 0.335804 -3.305414
H 1.436186 1.053058 -2.523016
H -0.176485 1.772299 -2.322235

Atoms 1-3, force components in eV/Å:
0.4544 0.0617 0.1280
-0.2762 -0.1938 0.5936
-1.1139 -0.4418 -0.4466

SMILES: [H]/N=C(\NN)NC(C)=O
E_HOMO: -9.00 eV
Energy above the lowest of the compared OMol25 structures with the same formula, charge and spin: 32.7 kcal per mole
M: 116.1 g/mol
Charge: 0

For reference, the Löwdin charges in units of e are: number 1, H, carries 0.043; number 2, N, carries 0.120; number 3, C, carries -0.489; number 4, N, carries -0.056; number 5, N, carries 0.002; number 6, N, carries 0.122; number 7, C, carries -0.514; number 8, C, carries -0.003; number 9, O, carries 0.087; number 10, H, carries 0.131; number 11, H, carries 0.086; number 12, H, carries 0.074; number 13, H, carries 0.141; number 14, H, carries 0.080; number 15, H, carries 0.090; number 16, H, carries 0.088

=====

ORCA calculation (the ωB97M-V functional and the def2-TZVPD basis) on a cluster of 2 separate species, C3H8N4O in total in a non-equilibrium geometry.

Positions of all 16 atoms, in Å:
C -0.950096 -0.502949 0.406051
C 1.106167 -0.874131 -0.703104
C 2.173363 0.262646 -0.428780
H -3.228765 0.102145 -1.114266
H -3.006570 1.333161 0.073891
H -1.243426 -0.826735 1.461929
H 0.292243 -1.701847 1.101181
H 1.838629 -1.663024 -0.906639
H 0.286350 -0.547922 -1.407861
H 1.590948 2.058442 1.200356
H 0.396323 1.199201 0.373468
N -2.786180 0.343350 -0.106222
N -1.461719 0.183097 -0.549341
N 0.329041 -0.737317 0.583132
N 1.398650 1.368517 -0.000721
O 3.265040 0.003361 0.016929

Atoms 1-3, force components in eV/Å:
-1.3073 0.9582 2.0644
0.5356 2.9605 -0.6144
-2.7059 0.2138 4.4942

E_HOMO: -9.23 eV
Energy above the lowest of the compared OMol25 structures with the same formula, charge and spin: 163.9 kcal per mole
M: 116.1 g/mol
Charge: 0

For reference, the Löwdin charges in units of e are: number 1, C, carries -0.356; number 2, C, carries -0.069; number 3, C, carries -0.513; number 4, H, carries 0.132; number 5, H, carries 0.069; number 6, H, carries 0.161; number 7, H, carries 0.181; number 8, H, carries 0.121; number 9, H, carries 0.108; number 10, H, carries 0.254; number 11, H, carries 0.047; number 12, N, carries -0.076; number 13, N, carries -0.065; number 14, N, carries -0.069; number 15, N, carries 0.023; number 16, O, carries 0.052

=====

ORCA calculation (the ωB97M-V functional and the def2-TZVPD basis) on a structure of composition C3H8N4O in a non-equilibrium geometry.

Positions of all 16 atoms, in Å:
C -2.212124 -0.995956 0.102520
C -0.254529 -0.022017 -0.127563
C 1.240228 -0.388284 -0.243054
H -2.901520 -1.577487 -1.251775
H -2.721149 -1.980188 1.275536
H -2.535439 0.309054 0.312167
H 0.577715 2.412734 0.489652
H -0.695413 3.101164 -0.244203
H 2.467886 -0.080893 1.622732
H 0.728806 0.861528 1.671096
H 2.969517 -1.425815 -0.258380
N -0.969971 1.028768 -0.200712
N -0.128271 2.273175 -0.406037
N 1.553399 0.158543 0.947043
N 1.947789 -1.179576 -0.865232
O -0.919059 -1.143616 0.208290

Atoms 1-3, force components in eV/Å:
-7.6598 -1.1841 1.6050
-0.6768 -0.2910 -2.5564
-1.6892 1.7410 3.3448

E_HOMO: -9.28 eV
Energy above the lowest of the compared OMol25 structures with the same formula, charge and spin: 269.5 kcal per mole
M: 116.1 g/mol
Charge: 0

For reference, the Löwdin charges in units of e are: number 1, C, carries -0.249; number 2, C, carries -0.399; number 3, C, carries -0.528; number 4, H, carries 0.177; number 5, H, carries 0.165; number 6, H, carries 0.151; number 7, H, carries 0.105; number 8, H, carries 0.046; number 9, H, carries 0.177; number 10, H, carries 0.244; number 11, H, carries 0.161; number 12, N, carries -0.017; number 13, N, carries -0.003; number 14, N, carries 0.010; number 15, N, carries 0.111; number 16, O, carries -0.152

=====

ORCA calculation (the ωB97M-V functional and the def2-TZVPD basis) on a structure of composition C3H8N4O in a non-equilibrium geometry.

Positions of all 16 atoms, in Å:
C 0.786794 -0.145474 0.000620
C -1.877465 0.119652 0.197073
N 0.252177 -1.448152 0.323422
N 1.164196 0.615670 1.166637
C -0.283443 0.667506 -0.756947
O 1.912565 -0.301015 -0.850312
N -2.878235 -0.396356 -0.159282
N -0.297787 1.930846 -0.962087
H 2.201094 0.577617 -1.127632
H 0.102286 -1.994923 -0.516650
H 0.874074 -1.950136 0.945673
H 1.923322 0.152267 1.652740
H 0.365735 0.711402 1.785396
H -3.679808 -0.944105 0.096858
H 0.306755 2.407733 -0.293926
H -0.872261 -0.002531 -1.501581

Atoms 1-3, force components in eV/Å:
-0.3756 0.3089 0.2216
-2.5385 -1.1240 1.3830
0.1856 0.0974 -0.0156

E_HOMO: -8.85 eV
Energy above the lowest of the compared OMol25 structures with the same formula, charge and spin: 95.0 kcal per mole
M: 116.1 g/mol
Charge: 0

For reference, the Löwdin charges in units of e are: number 1, C, carries -0.701; number 2, C, carries 0.013; number 3, N, carries 0.083; number 4, N, carries 0.101; number 5, C, carries -0.411; number 6, O, carries 0.005; number 7, N, carries 0.153; number 8, N, carries 0.062; number 9, H, carries 0.099; number 10, H, carries 0.088; number 11, H, carries 0.085; number 12, H, carries 0.084; number 13, H, carries 0.083; number 14, H, carries 0.089; number 15, H, carries 0.037; number 16, H, carries 0.131

=====

ORCA calculation (the ωB97M-V functional and the def2-TZVPD basis) on the molecule C3H8N4O in a non-equilibrium geometry.

Positions of all 16 atoms, in Å:
H -0.993190 -0.830982 -3.193712
N -0.371580 -0.208093 -2.478022
C -0.143308 -0.409803 -1.323353
N -0.858541 -1.357602 -0.606996
N -0.477613 -1.872461 0.540395
N 0.710751 0.387629 -0.520309
C -0.022990 1.102417 0.554061
C 1.052752 1.871314 1.327783
O -1.167060 0.869871 0.984576
H -1.578510 -1.759782 -1.210744
H -0.155765 -2.881261 0.890118
H -1.302974 -1.934245 1.425298
H 1.714858 0.865938 -0.853160
H 0.645808 2.186912 2.217586
H 1.114272 2.853676 0.734152
H 1.833089 1.116473 1.512326

Atoms 1-3, force components in eV/Å:
1.9705 1.6369 3.1664
-1.6927 0.4623 -8.7451
0.4023 -1.3491 4.5773

SMILES: [H]/N=C(\NN)NC(C)=O
E_HOMO: -8.68 eV
Energy above the lowest of the compared OMol25 structures with the same formula, charge and spin: 117.2 kcal per mole
M: 116.1 g/mol
Charge: 0

For reference, the Löwdin charges in units of e are: number 1, H, carries 0.133; number 2, N, carries 0.116; number 3, C, carries -0.591; number 4, N, carries -0.114; number 5, N, carries -0.093; number 6, N, carries 0.088; number 7, C, carries -0.442; number 8, C, carries -0.027; number 9, O, carries 0.035; number 10, H, carries 0.140; number 11, H, carries 0.119; number 12, H, carries 0.166; number 13, H, carries 0.222; number 14, H, carries 0.036; number 15, H, carries 0.118; number 16, H, carries 0.094

=====

ORCA calculation (the ωB97M-V functional and the def2-TZVPD basis) on the molecule C3H8N4O in a non-equilibrium geometry.

Positions of all 16 atoms, in Å:
H 1.723281 -2.064717 -0.397622
N 0.747840 -2.042471 -0.133727
C 0.241185 -0.974072 0.147171
C -1.194900 -0.764816 0.232707
N -1.913193 0.206571 -0.138222
O -3.310188 -0.287937 -0.032600
N 0.949376 0.285528 0.419271
C 0.359310 1.731275 -0.028392
N 2.266790 0.079019 -0.105763
H -1.583859 -1.609925 0.737682
H -4.059404 0.480156 -0.130301
H 1.261446 2.613859 -0.464220
H -0.617872 1.378526 -0.868012
H -0.179456 1.701249 1.058085
H 2.859006 -0.204341 0.701429
H 2.450641 -0.527902 -0.997480

Atoms 1-3, force components in eV/Å:
0.0135 0.1651 0.6010
0.0742 -3.5878 -0.9822
-0.0243 6.7931 0.3883

SMILES: [H]/N=C(/C=N/O)N(C)N
E_HOMO: -9.09 eV
Energy above the lowest of the compared OMol25 structures with the same formula, charge and spin: 194.3 kcal per mole
M: 116.1 g/mol
Charge: 0

For reference, the Löwdin charges in units of e are: number 1, H, carries 0.043; number 2, N, carries 0.166; number 3, C, carries -0.445; number 4, C, carries -0.117; number 5, N, carries 0.002; number 6, O, carries -0.136; number 7, N, carries -0.207; number 8, C, carries -0.081; number 9, N, carries -0.066; number 10, H, carries 0.117; number 11, H, carries 0.164; number 12, H, carries 0.149; number 13, H, carries 0.114; number 14, H, carries 0.090; number 15, H, carries 0.090; number 16, H, carries 0.116